Record 1
Here is a structure of composition C39H63N10SiSn from the Open Molecules 2025 dataset. Energies are from ωB97M-V with the def2-TZVPD basis set.

Total charge = +3
Orbital gap = 7.02 eV
Spin multiplicity = 1

CARTESIAN COORDINATES (ANGSTROEM)
Sn 0.1875 0.3278 -0.4837
C 0.2304 2.7609 -2.7664
N 1.1688 3.4180 -1.8729
C 2.4001 3.8701 -2.5153
C 1.0031 3.4414 -0.5323
N 0.3470 2.4514 0.0699
C -0.4494 2.6898 1.2777
C -0.0619 1.6920 2.3621
N 0.0365 0.2963 1.8248
C 1.2543 -0.3819 2.3440
C 2.5158 0.2023 1.7352
N 2.4281 0.0966 0.2849
C 3.5553 -0.0084 -0.4012
N 4.7250 0.5257 0.0409
C 4.7735 1.8559 0.6273
C 6.0206 -0.1086 -0.1748
N 3.5819 -0.6819 -1.5742
C 2.6497 -1.7524 -1.8712
C 4.4496 -0.2943 -2.6808
C -1.1670 -0.4977 2.1826
C -2.4256 0.1228 1.6110
N -2.2718 0.2569 0.1687
C -3.3836 0.2635 -0.5415
N -3.4272 -0.2187 -1.8166
C -4.0807 0.5418 -2.8786
C -2.4455 -1.1672 -2.2997
N -4.5689 0.6707 -0.0112
C -5.8568 0.1362 -0.4395
C -4.6292 1.8270 0.8738
N 1.4950 4.5149 0.1304
C 2.0666 4.4296 1.4649
C 1.5173 5.8545 -0.4570
H 0.1232 3.3703 -3.6644
H -0.7446 2.6758 -2.2903
H 0.5780 1.7706 -3.0777
H 2.1929 4.6552 -3.2428
H 2.8603 3.0282 -3.0385
H 3.1021 4.2449 -1.7787
H -1.4987 2.5534 1.0113
H -0.3486 3.7081 1.6464
H -0.7730 1.7086 3.1895
H 0.9060 1.9590 2.7769
H 1.1771 -1.4371 2.0713
H 1.2725 -0.3136 3.4357
H 3.3843 -0.3355 2.1265
H 2.6331 1.2347 2.0721
H 3.8069 2.3416 0.5168
H 5.5184 2.4531 0.0968
H 5.0490 1.8294 1.6840
H 5.8812 -1.1385 -0.4923
H 6.5713 -0.1082 0.7664
H 6.6203 0.4186 -0.9194
H 2.2496 -2.1593 -0.9443
H 3.1859 -2.5432 -2.3990
H 1.8233 -1.4158 -2.5044
H 4.9231 0.6609 -2.4745
H 3.8450 -0.1904 -3.5838
H 5.2218 -1.0415 -2.8704
H -1.2354 -0.5810 3.2721
H -1.0304 -1.5043 1.7749
H -2.6282 1.0696 2.1237
H -3.2701 -0.5288 1.8564
H -4.8278 1.2154 -2.4770
H -4.5661 -0.1379 -3.5782
H -3.3425 1.1333 -3.4291
H -2.0468 -1.7451 -1.4679
H -1.6124 -0.6813 -2.8180
H -2.9303 -1.8460 -3.0044
H -5.7155 -0.8283 -0.9213
H -6.3848 0.8029 -1.1240
H -6.4815 0.0037 0.4434
H -3.6890 2.3738 0.8303
H -4.8417 1.5500 1.9086
H -5.4196 2.4955 0.5303
H 2.2380 3.3908 1.7280
H 1.4319 4.8962 2.2210
H 3.0272 4.9474 1.4697
H 0.9329 5.8728 -1.3719
H 2.5351 6.1858 -0.6686
H 1.0722 6.5512 0.2537
C -3.1550 -3.9618 3.3559
C -3.5409 -3.5922 2.0719
C -2.7129 -3.8711 0.9993
C -1.4774 -4.5132 1.2050
C -1.1018 -4.8715 2.5108
C -1.9401 -4.6019 3.5770
Si -0.4127 -4.8319 -0.2263
C -1.1415 -4.9324 -1.8810
C -0.4107 -4.5141 -3.0081
C -0.9696 -4.5921 -4.2698
C -2.2523 -5.1090 -4.4258
C -2.9866 -5.5332 -3.3247
C -2.4427 -5.4347 -2.0564
C 1.3914 -4.9233 -0.0535
C 2.1402 -5.5897 -1.0396
C 3.5175 -5.6805 -0.9302
C 4.1618 -5.1041 0.1574
C 3.4366 -4.4460 1.1471
C 2.0605 -4.3649 1.0489
H -3.8139 -3.7631 4.1914
H -4.4965 -3.1099 1.9132
H -3.0208 -3.5944 -0.0028
H -0.1677 -5.3913 2.6882
H -1.6616 -4.9036 4.5775
H 0.5949 -4.1266 -2.8925
H -0.4091 -4.2689 -5.1366
H -2.6798 -5.1894 -5.4168
H -3.9753 -5.9501 -3.4596
H -3.0209 -5.7735 -1.2049
H 1.6422 -6.0663 -1.8746
H 4.0870 -6.2169 -1.6771
H 5.2368 -5.1917 0.2499
H 3.9490 -4.0284 2.0038
H 1.4973 -3.8728 1.8338

These are the Mulliken partial charges, in e, on atoms 1 to 2: atom 1 (Sn): 0.81, atom 2 (C): -1.30

=====

Record 2
Here is a structure of composition C39H64ClFN4O12PS from the Open Molecules 2025 dataset. Energies are from ωB97M-V with the def2-TZVPD basis set.

Total charge = -1
Orbital gap = 4.56 eV
Spin multiplicity = 1

CARTESIAN COORDINATES (ANGSTROEM)
C -3.3539 2.9075 -1.2241
C -3.0741 2.7722 0.2743
C -3.7235 1.5231 0.8836
C -3.1272 0.2128 0.4186
O -1.7732 0.0584 0.8850
C -0.9210 -0.2906 -0.1368
C -0.9970 -1.6236 -0.6742
O -1.9252 -2.4544 -0.0931
C -1.4216 -3.1505 1.0571
C -2.2303 -2.7792 2.3063
N -1.4466 -2.9684 3.5438
C -0.6754 -1.7632 3.9011
C -0.7538 -1.4822 5.4040
C -2.1974 -1.4400 5.9219
O -0.0663 -0.2688 5.7104
C -0.2396 -2.0729 -1.7072
C -0.4289 -3.5096 -2.1567
C 0.6784 -4.1365 -2.9760
N 2.0380 -3.9621 -2.3418
C 2.0903 -4.5273 -0.9934
C 3.4054 -4.1322 -0.3019
C 2.9765 -4.5987 -3.1762
C 3.3093 -3.9118 -4.4825
O 3.5088 -5.6565 -2.9046
C 0.6627 -1.1104 -2.2606
N 1.4733 -1.2833 -3.3086
S 2.2909 0.0737 -3.4946
N 1.6811 0.9735 -2.3155
C 0.7778 0.2058 -1.7021
C -0.0320 0.6145 -0.6098
O 0.1023 1.8689 -0.0949
C 0.3844 1.9127 1.3126
C 1.6043 2.7719 1.6141
C 1.9007 2.6583 3.1127
C 2.8066 2.3748 0.6881
C 3.0874 3.4696 -0.3636
C 4.0977 2.0528 1.4486
H -4.4255 2.8494 -1.4198
H -3.0202 3.8935 -1.5500
H -2.8100 2.1677 -1.8087
H -3.4921 3.6550 0.7634
H -2.0027 2.7247 0.4510
H -3.6955 1.6193 1.9723
H -4.7785 1.5301 0.5880
H -3.7282 -0.5999 0.8298
H -3.1782 0.1497 -0.6677
H -0.3584 -2.9599 1.2106
H -1.6027 -4.2096 0.8645
H -3.1007 -3.4340 2.3770
H -2.5900 -1.7589 2.2338
H -0.7484 -3.6717 3.3307
H -1.0400 -0.8781 3.3725
H 0.3851 -1.8821 3.6603
H -0.1977 -2.2672 5.9157
H -2.3040 -2.1255 6.7613
H -2.9107 -1.7684 5.1683
H -2.4676 -0.4379 6.2539
H -0.6243 0.4633 5.4315
H -0.5115 -4.1048 -1.2488
H -1.3843 -3.5996 -2.6691
H 0.4082 -5.2145 -3.1137
H 0.7093 -3.6970 -3.9696
H 1.9816 -5.6152 -1.0078
H 1.2834 -4.1386 -0.3763
H 3.7278 -3.1897 -0.7506
H 3.2374 -3.9027 0.7509
H 4.1827 -4.8791 -0.4290
H 4.2223 -3.3245 -4.4059
H 2.4719 -3.3517 -4.8848
H 3.5040 -4.7241 -5.1834
H 0.5751 0.9051 1.6864
H -0.4774 2.3537 1.8178
H 1.3835 3.8223 1.4126
H 2.7090 3.3179 3.4130
H 2.1217 1.6300 3.3957
H 1.0017 2.9726 3.6499
H 2.5080 1.4515 0.1930
H 4.1493 3.7143 -0.3805
H 2.4839 4.3627 -0.2192
H 2.8466 3.0735 -1.3500
H 4.9047 1.9116 0.7275
H 4.4068 2.8478 2.1257
H 4.0166 1.1096 1.9899
Cl -1.2016 -6.4016 -3.5760
C 7.2448 -0.9199 -7.7305
O 7.5922 -2.2812 -7.9886
P 8.3093 -3.0713 -6.7291
O 7.4439 -2.6541 -5.5937
O 9.6938 -2.2126 -6.9077
C 10.3699 -2.1926 -8.1694
O 9.1641 -4.3024 -6.0717
C 8.8920 -4.6835 -4.7209
H 7.1719 -0.4340 -8.7032
H 6.2821 -0.8721 -7.2268
H 8.0030 -0.4215 -7.1289
H 10.2372 -1.2148 -8.6343
H 10.0015 -2.9566 -8.8532
H 11.4299 -2.3634 -7.9901
H 7.8608 -5.0003 -4.5843
H 9.1183 -3.8516 -4.0584
H 9.5506 -5.5247 -4.5086
C -5.4044 5.3275 3.8661
C -5.6964 4.0552 3.3921
C -5.9962 3.0333 4.2823
C -6.0119 3.2862 5.6471
C -5.7233 4.5589 6.1216
C -5.4158 5.5791 5.2319
H -5.1674 6.1235 3.1708
H -5.6900 3.8590 2.3268
H -6.2182 2.0410 3.9113
H -6.2491 2.4905 6.3414
H -5.7367 4.7553 7.1859
H -5.1852 6.5698 5.6022
C -9.1612 5.3816 3.2367
C -9.1192 4.8617 1.8181
O -10.4713 4.9789 1.4149
C -11.0204 6.0086 2.1234
O -12.0427 6.5398 1.8567
O -10.2237 6.3399 3.1683
F -8.7489 3.5601 1.7612
H -9.4225 4.6001 3.9513
H -8.2315 5.8498 3.5483
H -8.4883 5.4400 1.1406

These are the Mulliken partial charges, in e, on atoms 1 to 2: atom 1 (C): -1.49, atom 2 (C): 0.62

=====

Record 3
Here is a cluster of 13 separate species, C39H64O39 in total from the Open Molecules 2025 dataset. Energies are from ωB97M-V with the def2-TZVPD basis set.

Total charge = 0
Orbital gap = 10.42 eV
ΔE to the lowest compared entry with this formula, charge and spin = 0.0 kcal per mole
Spin multiplicity = 1

CARTESIAN COORDINATES (ANGSTROEM)
C -0.0800 0.0836 -0.8652
C -0.9963 -1.1006 -0.9168
O -1.7721 -0.8691 0.2190
C -1.1355 0.0422 0.9887
O -1.5242 0.4133 2.0807
O -0.0965 0.4454 0.4881
H -0.5151 0.8589 -1.4958
H 0.9164 -0.2031 -1.2017
H -0.5449 -2.0709 -0.7097
H -1.5657 -1.0394 -1.8443
C 3.9675 -0.1854 -5.4235
C 2.5026 -0.3426 -5.7955
O 1.8208 0.5410 -4.9900
C 2.6561 0.9165 -3.9669
O 2.3323 1.5023 -2.9374
O 3.8473 0.3874 -4.1676
H 4.5328 0.3939 -6.1535
H 4.4974 -1.1343 -5.3406
H 2.2844 -1.4050 -5.6869
H 2.3900 0.0141 -6.8194
C 0.4494 -5.5226 -4.3588
C -0.9361 -5.1617 -3.7589
O -0.7847 -3.8189 -3.2650
C 0.4397 -3.3974 -3.4243
O 0.8270 -2.2988 -3.0709
O 1.1964 -4.3496 -4.2091
H 0.4511 -5.9062 -5.3790
H 0.9809 -6.2711 -3.7711
H -1.0469 -5.8188 -2.8963
H -1.8646 -5.3580 -4.2950
C 1.4848 -3.6899 4.3629
C 2.8062 -4.0172 3.8137
O 2.5715 -4.0177 2.3721
C 1.4826 -3.3603 2.0646
O 1.1615 -3.0268 0.8952
O 0.7974 -3.1924 3.2049
H 1.6618 -2.9078 5.1012
H 1.0163 -4.5905 4.7597
H 3.2486 -4.9624 4.1285
H 3.5202 -3.2290 4.0525
C -2.9017 -2.8842 2.5716
C -2.8714 -1.7820 3.5650
O -3.1422 -2.5482 4.7646
C -2.8796 -3.8341 4.6107
O -2.7392 -4.6856 5.5178
O -2.6905 -4.0801 3.3362
H -2.0925 -2.7938 1.8468
H -3.9277 -2.8893 2.2037
H -3.5752 -0.9661 3.4004
H -1.8401 -1.4295 3.5760
C -2.5988 3.6577 1.4055
C -3.4828 3.0057 0.3468
O -3.0583 3.5505 -0.8742
C -2.3623 4.6803 -0.6425
O -2.0205 5.4650 -1.5162
O -2.0110 4.6796 0.6766
H -1.8178 2.9810 1.7521
H -3.1473 4.2122 2.1670
H -4.5397 3.0398 0.6114
H -3.3144 1.9319 0.4279
C -0.9099 3.0775 -3.4320
C 0.0494 4.1471 -3.8849
O -0.8488 5.0472 -4.4559
C -2.1033 4.6713 -4.5125
O -3.0355 5.2735 -5.0219
O -2.1597 3.4370 -3.9660
H -0.8935 2.9618 -2.3482
H -0.6216 2.0821 -3.7700
H 0.7437 3.7761 -4.6389
H 0.6936 4.6335 -3.1525
C -1.3998 -5.3605 0.2643
O -2.1386 -6.1880 -0.6794
C -3.4274 -5.8745 -0.9664
O -4.0103 -4.9584 -0.3996
O -3.9298 -6.7659 -1.9030
C -5.2776 -6.6494 -2.2660
H -1.4274 -5.7122 1.2957
H -1.7589 -4.3318 0.2956
H -0.4182 -5.3985 -0.2081
H -5.5520 -7.5699 -2.7813
H -5.4550 -5.7263 -2.8177
H -6.0445 -6.5192 -1.5024
C 2.3553 0.2097 2.5891
O 2.4886 1.4245 3.3368
C 3.6370 2.0290 3.6343
O 4.7759 1.6112 3.3292
O 3.3451 3.1646 4.3847
C 4.4447 3.8614 4.9475
H 1.4743 -0.3153 2.9585
H 3.2562 -0.4022 2.6348
H 2.1365 0.4826 1.5568
H 4.1643 4.5999 5.6985
H 4.9664 4.3923 4.1511
H 5.2725 3.2466 5.3010
C 3.2977 -1.9497 -1.2126
O 4.0700 -2.8898 -0.3977
C 4.7808 -2.3043 0.5603
O 4.8651 -1.1008 0.7370
O 5.4368 -3.2604 1.2175
C 6.1203 -2.9110 2.4125
H 2.7820 -2.6318 -1.8886
H 4.0420 -1.3223 -1.7030
H 2.5856 -1.3027 -0.7004
H 6.9502 -2.2475 2.1690
H 6.5949 -3.7025 2.9925
H 5.4958 -2.3464 3.1049
C 4.7468 6.2748 -2.4223
O 3.5860 5.5550 -2.1548
C 3.4726 4.8760 -0.9391
O 4.2311 4.9414 0.0425
O 2.2863 4.2494 -1.0351
C 1.8856 3.3131 -0.0138
H 5.4500 5.5578 -2.8461
H 5.1138 6.7896 -1.5344
H 4.6548 7.0208 -3.2117
H 2.1530 2.3005 -0.3162
H 0.8013 3.2869 0.0946
H 2.3466 3.5125 0.9535
C -4.9277 -1.7525 -0.9745
O -5.4883 -0.5617 -1.2911
C -4.7790 0.3311 -1.9609
O -3.5691 0.2275 -2.2600
O -5.6226 1.4024 -2.2431
C -5.2883 2.5572 -2.9637
H -5.6070 -2.6050 -0.9642
H -4.5473 -1.6754 0.0440
H -4.0248 -1.9307 -1.5585
H -4.5263 3.1698 -2.4818
H -6.1578 3.1617 -3.2216
H -4.8451 2.2738 -3.9183
C -0.6072 2.1377 4.8702
O -0.4564 3.4377 4.3406
C -1.4800 4.2588 4.4474
O -2.6420 3.9894 4.8280
O -0.9890 5.5108 4.2018
C -1.9446 6.5808 4.2533
H -0.8168 2.0333 5.9348
H 0.2159 1.4911 4.5659
H -1.4294 1.6275 4.3685
H -1.6775 7.3558 3.5349
H -1.9338 7.0133 5.2538
H -2.9645 6.2382 4.0787

These are the Mulliken partial charges, in e, on atoms 1 to 2: atom 1 (C): 2.22, atom 2 (C): 0.02